# 1
# C6H7NO2

One molecule with the formula C6H7NO2 (ωB97M-V with the def2-TZVPD basis set, the Open Molecules 2025 dataset).

Last column: Mulliken charge in e.
Geometry (Å):
C -0.18121 -1.25805 -0.58627  -0.794
C -0.57142 -0.09506 0.01294  0.484
C -2.15928 0.13432 0.63252  -0.792
C -3.52416 0.27894 0.01014  0.092
N -4.37879 0.03087 -0.72768  0.584
O -5.20704 -0.13133 -1.54675  -0.648
C 0.36129 0.99470 0.41324  0.414
C 0.84546 1.83885 -0.71166  -1.081
O 0.64150 1.22899 1.55300  -0.513
H -0.83441 -2.09269 -0.90545  0.286
H 0.83381 -1.40854 -0.82614  0.325
H -2.07700 -0.84405 1.25163  0.334
H -2.08818 1.02072 1.27525  0.318
H 0.61781 1.40457 -1.65540  0.404
H 1.91232 2.18242 -0.63620  0.306
H 0.24150 2.73776 -0.61768  0.283

Results
Charge: 0
E_LUMO, eV: 0.396
HOMO-LUMO gap, eV: 9.97
SMILES string: C=C(CC#[N+][O-])C(C)=O

=====

# 2
# C43H26ClF4IN10PV

C43H26ClF4IN10PV as an isolated structure (ωB97M-V with the def2-TZVPD basis set, the Open Molecules 2025 dataset).

Last column: Löwdin spin population.
Geometry (Å):
V 0.36191 -0.17152 1.88992  1.301
N 1.21605 -2.52473 -0.41584  0.003
C 1.83045 -2.69786 0.76075  0.003
N 2.67138 -3.70211 0.84391  0.000
C 3.25009 -3.90503 2.03177  0.001
N 4.16419 -4.84534 2.13692  0.002
N 2.94075 -3.21178 3.16899  0.002
C 2.09672 -2.25694 3.01416  0.001
N 1.53475 -1.84589 1.82072  -0.005
C 1.57369 -1.58171 4.22345  0.001
C 2.09950 -1.79542 5.47519  -0.001
C 1.47128 -1.20230 6.56326  0.003
C 0.31631 -0.46640 6.35403  -0.001
C -0.14262 -0.28989 5.06397  0.003
N 0.49193 -0.80979 4.00035  -0.012
H 1.51486 -3.12023 -1.17198  0.000
H 0.71071 -1.69234 -0.64448  0.001
H 4.39842 -5.41013 1.33704  0.000
H 4.59062 -5.04097 3.02802  0.000
H 2.97346 -2.42262 5.58138  0.000
H 1.87002 -1.32777 7.56285  0.000
H -0.22751 -0.02674 7.18177  0.000
H -1.04490 0.27063 4.87050  0.000
I -1.62897 -2.13869 2.20182  -0.064
C -3.64484 -2.07585 1.62369  -0.001
C -4.34579 -3.09449 2.18298  -0.003
C -5.70314 -3.26566 1.84557  0.000
C -6.27743 -2.40435 0.96820  -0.001
C -5.54927 -1.32713 0.40346  0.000
C -6.20813 -0.45630 -0.48836  0.000
C -5.55358 0.59455 -1.04967  -0.002
C -4.20753 0.81351 -0.72881  -0.005
C -3.50924 -0.00061 0.13848  -0.014
P -1.76798 0.59970 0.29352  -0.114
C -1.96505 2.36448 0.65749  -0.010
C -1.01183 3.30689 0.25831  -0.008
C -1.16511 4.64326 0.59518  0.001
C -2.24749 5.04500 1.36805  -0.010
C -3.16839 4.10737 1.81590  0.001
C -3.03313 2.76903 1.46130  -0.008
C -1.25354 0.36830 -1.43831  -0.014
C -1.22918 -0.95497 -1.88438  -0.005
C -0.93220 -1.24493 -3.20658  0.001
C -0.65356 -0.21179 -4.09649  -0.006
C -0.68154 1.10423 -3.65871  0.000
C -0.98133 1.40087 -2.33101  -0.007
C -4.17154 -1.11734 0.72841  0.000
H -3.87444 -3.78008 2.87855  -0.001
H -6.26218 -4.08444 2.28047  0.000
H -7.31736 -2.52711 0.68411  0.000
H -7.25192 -0.64103 -0.71764  0.000
H -6.05812 1.26480 -1.73412  0.000
H -3.71733 1.66294 -1.18254  0.000
H -0.13177 3.00158 -0.29365  0.000
H -0.43332 5.37167 0.26291  0.000
H -2.36492 6.09055 1.63080  -0.001
H -4.00190 4.41623 2.43627  0.000
H -3.76931 2.05004 1.79897  0.000
H -1.49510 -1.76550 -1.20892  0.000
H -0.94674 -2.27250 -3.55229  0.000
H -0.44579 -0.43815 -5.13617  0.000
H -0.49918 1.91563 -4.35545  0.000
H -1.04950 2.43537 -2.02590  0.000
F 4.28332 3.53935 -2.70635  -0.001
C 4.04692 2.35132 -3.21769  -0.002
C 4.50988 2.06883 -4.44781  0.005
F 5.17808 2.98202 -5.08346  0.002
C 4.26601 0.79047 -5.09076  -0.005
C 3.57354 -0.19268 -4.28068  0.003
C 3.11851 0.11383 -3.06157  -0.002
F 2.48064 -0.80728 -2.35349  0.001
C 3.29565 1.39828 -2.46524  0.002
C 2.75059 1.68804 -1.21333  -0.003
C 1.91781 0.84338 -0.46088  0.043
N 1.16264 0.39210 0.28841  -0.013
C 2.91522 2.93342 -0.50287  0.001
N 2.92071 3.86901 0.17560  -0.002
F 3.38418 -1.39689 -4.73816  0.001
C 4.60893 0.55055 -6.38282  0.012
C 4.31185 -0.68871 -7.04615  0.001
N 4.04585 -1.65155 -7.62083  0.008
C 5.25494 1.51613 -7.22241  0.001
N 5.73143 2.26743 -7.95638  0.008
Cl 0.04939 1.89997 2.87514  -0.002
C 1.65512 1.21509 2.69546  -0.081
H 2.11880 1.03011 3.65447  -0.003
H 2.26658 1.83956 2.05970  -0.003

Results
2S+1: 2
Charge: +3
E_LUMO (alpha / beta), eV: -10.434 / -10.282
HOMO-LUMO gap (alpha / beta), eV: 5.08 / 5.24

=====

# 3
# C4H8N2

One molecule with the formula C4H8N2 (ωB97M-V with the def2-TZVPD basis set, the Open Molecules 2025 dataset).

Last column: Mulliken charge in e.
Geometry (Å):
C 1.74965 0.16172 -0.73948  -0.467
N 1.84757 -0.01122 0.70771  -0.590
C 0.63437 -0.44726 0.01989  -0.054
C -0.59009 0.34584 0.33152  -0.077
C -1.87905 0.12760 -0.36321  -0.455
N -1.67687 -0.35718 1.00365  -0.592
H 2.34355 -0.48084 -1.38479  0.279
H 1.67223 1.19464 -1.07792  0.218
H 2.44061 -0.80185 0.93948  0.241
H 0.45617 -1.51664 -0.09757  0.386
H -0.35644 1.36270 0.65016  0.376
H -1.97332 -0.65377 -1.11685  0.225
H -2.52175 0.99070 -0.53469  0.269
H -2.13650 0.24421 1.68141  0.241

Results
Charge: 0
E_LUMO, eV: 1.184
HOMO-LUMO gap, eV: 10.76
SMILES string: C1N[C@H]1[C@H]1CN1

=====

# 4
# C6H13NO2S

A 2-piece molecular cluster, C6H13NO2S overall (ωB97M-V with the def2-TZVPD basis set, the Open Molecules 2025 dataset).

Last column: Mulliken charge in e.
Geometry (Å):
C 2.89133 0.50244 0.29084  0.513
C 3.99971 0.21460 -0.43606  -0.119
C 2.50509 1.74719 1.00667  -1.022
C 4.95204 0.07222 -1.28285  -0.719
C -3.62141 -1.36378 -0.08472  -0.665
C -4.11858 0.79793 -0.03071  -0.955
N -4.68837 -0.46469 0.17410  -0.409
O 2.33175 -1.61594 1.66592  -0.563
O 1.38626 -1.56353 -0.65825  -0.473
S 1.62126 -0.80101 0.72554  0.624
H 3.00625 2.62901 0.49097  0.310
H 1.41987 1.82241 0.86890  0.357
H 2.90090 1.59626 2.10330  0.265
H 4.67093 0.49884 -2.28811  0.225
H 6.03208 -0.24477 -1.14772  0.261
H 2.02866 -1.96768 -1.25083  0.334
H -3.88716 -2.37630 0.27975  0.351
H -3.63607 -1.35776 -1.24475  0.241
H -2.63746 -0.89317 0.19172  0.154
H -4.86580 1.55690 0.04160  0.348
H -3.31341 1.00499 0.60856  0.382
H -4.05281 0.83422 -1.16750  0.304
H -4.92507 -0.62839 1.14362  0.258

Results
Charge: 0
E_LUMO, eV: 0.603
HOMO-LUMO gap, eV: 9.59

=====

Electronic energy (Ha)
-437.88780, -4643.52267, -266.64255, -839.66323
Maximum force (hartree/bohr)
0.0688, 0.0527, 0.0060, 0.0923
Relative energy (zero: lowest compared OMol25 entry of this formula, charge and spin) (kcal per mole)
112.9, 0.0, 49.9, 112.8